Entry from the OMol25 dataset: a 7-piece molecular cluster, C41H94BN2O24S8 overall (ωB97M-V/def2-TZVPD).

The largest force on an atom is 4.22 eV/Å. As for the highest occupied orbital energy: -5.149 eV. The energy relative to the best compared isomer or geometry (same formula, charge and spin) is 26.5 kcal/mol. The calculation puts the HOMO-LUMO gap at 6.63 eV.

Geometry as ORCA input:
```
! wB97M-V def2-TZVPD RIJCOSX def2/J DEFGRID3
* xyz -1 1
C -5.185 2.379 1.646
C -4.975 1.711 3.009
O -4.033 0.658 2.882
C -3.848 -0.041 4.080
C -2.702 0.535 4.983
O -2.069 1.647 4.420
C -0.927 1.322 3.620
C -1.172 1.885 2.197
O 0.003 2.430 1.667
C -0.232 3.468 0.680
B 0.398 3.148 -0.793
C 0.197 4.461 -1.763
C 1.286 5.548 -1.640
C 0.842 6.854 -2.361
C 1.605 7.133 -3.683
N 0.737 7.537 -4.811
C -0.354 1.860 -1.536
C -1.893 1.796 -1.386
C -2.644 2.761 -2.312
S -4.438 2.274 -2.275
C -4.878 2.333 -4.051
S -5.163 3.783 -4.707
N -4.925 1.124 -4.778
C -6.118 0.314 -4.487
C -6.085 -0.535 -3.205
C -3.668 0.386 -4.677
C -2.477 1.104 -5.315
C 1.995 2.696 -0.626
C 2.521 1.995 -1.846
O 2.461 2.397 -2.921
O 3.146 0.694 -1.617
C 2.404 -0.363 -2.070
C 1.719 -1.306 -1.110
O 2.330 -0.570 -3.219
H -6.237 2.677 1.580
H -5.007 1.642 0.861
H -4.577 3.273 1.516
H -4.582 2.440 3.733
H -5.936 1.320 3.374
H -4.791 -0.040 4.647
H -3.644 -1.100 3.872
H -3.170 0.887 5.913
H -2.016 -0.267 5.286
H -0.794 0.238 3.561
H 0.010 1.709 4.037
H -1.471 1.014 1.590
H -2.008 2.589 2.268
H -1.303 3.712 0.599
H 0.256 4.383 1.069
H 0.068 4.224 -2.829
H -0.750 4.944 -1.449
H 1.575 5.760 -0.609
H 2.165 5.197 -2.196
H -0.230 6.868 -2.586
H 1.025 7.718 -1.708
H 2.186 6.272 -4.024
H 2.296 7.973 -3.535
H -0.077 8.038 -4.484
H 0.479 6.732 -5.365
H -0.160 1.915 -2.615
H 0.055 0.946 -1.089
H -2.263 1.904 -0.363
H -2.203 0.786 -1.710
H -2.623 3.765 -1.892
H -2.256 2.766 -3.326
H -6.951 1.020 -4.393
H -6.355 -0.295 -5.364
H -6.995 -1.154 -3.219
H -6.146 0.050 -2.291
H -5.255 -1.241 -3.178
H -3.393 0.163 -3.633
H -3.809 -0.585 -5.161
H -2.551 2.193 -5.279
H -2.363 0.830 -6.369
H -1.527 0.843 -4.843
H 2.660 3.527 -0.356
H 2.088 1.960 0.185
H 1.739 -2.290 -1.586
H 2.218 -1.410 -0.144
H 0.667 -1.067 -0.961
O -1.903 -2.723 -5.460
S -1.048 -3.670 -6.104
O -0.915 -3.699 -7.527
O -1.425 -5.137 -5.589
C -2.795 -5.552 -5.691
C -3.167 -5.953 -7.105
C 0.556 -3.583 -5.381
H -3.456 -4.769 -5.314
H -2.900 -6.411 -5.028
H -3.158 -5.092 -7.773
H -4.167 -6.389 -7.126
H -2.454 -6.677 -7.500
H 0.456 -3.608 -4.299
H 1.007 -2.643 -5.696
H 1.148 -4.422 -5.739
O 3.971 7.433 -0.568
S 5.135 6.623 -0.386
O 5.041 5.266 0.044
O 6.159 7.400 0.569
C 5.668 7.857 1.839
C 5.571 6.732 2.851
C 6.109 6.684 -1.853
H 4.708 8.362 1.714
H 6.382 8.603 2.188
H 4.797 6.017 2.571
H 5.326 7.128 3.837
H 6.512 6.185 2.910
H 6.224 7.722 -2.157
H 5.579 6.121 -2.619
H 7.075 6.227 -1.652
O -7.484 -1.177 4.261
S -8.207 -2.285 3.721
O -9.633 -2.257 3.614
O -7.772 -3.612 4.500
C -7.860 -3.609 5.934
C -9.286 -3.794 6.418
C -7.524 -2.713 2.155
H -7.419 -2.696 6.338
H -7.248 -4.443 6.276
H -9.901 -2.929 6.168
H -9.305 -3.923 7.501
H -9.743 -4.664 5.947
H -6.443 -2.780 2.249
H -7.794 -1.925 1.454
H -7.949 -3.661 1.835
O 0.394 -1.684 3.862
S 0.567 -2.887 4.613
O 1.398 -2.920 5.779
O 1.011 -4.054 3.625
C 2.157 -3.827 2.780
C 3.454 -3.966 3.548
C -1.015 -3.544 5.028
H 2.086 -2.851 2.294
H 2.109 -4.581 1.996
H 3.563 -3.165 4.279
H 4.308 -3.925 2.872
H 3.475 -4.910 4.095
H -1.633 -3.563 4.134
H -1.455 -2.889 5.778
H -0.884 -4.544 5.435
O 7.577 -1.657 -4.612
S 7.126 -1.687 -5.969
O 7.456 -0.637 -6.882
O 5.556 -1.925 -5.990
C 4.711 -1.036 -5.218
C 4.509 0.298 -5.904
C 7.583 -3.228 -6.695
H 5.113 -0.905 -4.213
H 3.752 -1.539 -5.118
H 5.437 0.869 -5.936
H 3.764 0.886 -5.366
H 4.179 0.156 -6.934
H 7.292 -4.032 -6.023
H 8.662 -3.220 -6.830
H 7.085 -3.324 -7.657
O 3.898 -6.563 7.010
S 4.689 -5.486 7.524
O 5.690 -4.851 6.727
O 5.345 -5.947 8.908
C 6.100 -7.168 8.920
C 7.484 -6.990 8.325
C 3.620 -4.249 8.179
H 5.548 -7.960 8.410
H 6.188 -7.459 9.967
H 7.429 -6.788 7.255
H 8.079 -7.892 8.469
H 7.996 -6.146 8.788
H 2.887 -4.725 8.825
H 3.125 -3.764 7.338
H 4.217 -3.527 8.730
*
```

Entry from the OMol25 dataset: a 7-piece molecular cluster, C42H100O23P2 overall (ωB97M-V/def2-TZVPD).

The largest force on an atom is 2.40 eV/Å. As for the highest occupied orbital energy: -9.355 eV. The energy relative to the best compared isomer or geometry (same formula, charge and spin) is 25.0 kcal/mol. The calculation puts the HOMO-LUMO gap at 9.83 eV.

Geometry as ORCA input:
```
! wB97M-V def2-TZVPD RIJCOSX def2/J DEFGRID3
* xyz 0 1
C 9.941 -13.291 10.186
C 9.707 -13.247 8.682
O 10.547 -14.213 8.028
P 10.274 -15.744 7.967
O 11.114 -16.442 7.006
O 10.334 -16.273 9.443
C 10.000 -17.658 9.682
C 10.777 -18.168 10.870
O 8.713 -15.926 7.701
C 8.280 -16.013 6.325
C 6.783 -15.957 6.284
H 9.090 -12.915 10.749
H 10.310 -14.235 10.570
H 10.767 -12.605 10.409
H 8.671 -13.388 8.376
H 10.019 -12.261 8.343
H 8.923 -17.769 9.802
H 10.302 -18.232 8.803
H 10.818 -17.507 11.736
H 10.315 -19.090 11.237
H 11.794 -18.456 10.601
H 8.689 -15.168 5.762
H 8.699 -16.919 5.889
H 6.259 -16.783 6.758
H 6.378 -14.980 6.546
H 6.485 -16.032 5.225
C 17.114 -15.702 10.725
C 16.504 -14.358 11.029
O 15.825 -14.478 12.293
P 14.963 -13.226 12.789
O 15.668 -11.963 12.657
O 13.642 -13.329 12.003
C 12.926 -14.583 11.859
C 13.092 -15.120 10.463
O 14.575 -13.652 14.253
C 15.506 -13.464 15.313
C 16.751 -14.314 15.228
H 17.665 -15.811 9.793
H 17.715 -16.062 11.560
H 16.327 -16.467 10.630
H 17.344 -13.672 11.212
H 15.938 -13.868 10.234
H 13.241 -15.289 12.631
H 11.887 -14.324 12.076
H 14.148 -15.288 10.261
H 12.602 -16.082 10.355
H 12.651 -14.412 9.763
H 15.873 -12.429 15.314
H 14.984 -13.524 16.264
H 17.322 -14.208 16.157
H 16.549 -15.386 15.174
H 17.414 -13.981 14.433
C 13.138 -14.625 20.722
O 14.333 -14.172 20.127
C 14.188 -13.732 18.802
C 13.480 -12.416 18.640
O 14.370 -11.366 18.933
C 13.819 -10.089 18.774
C 13.442 -9.647 17.388
O 14.584 -9.713 16.566
C 14.368 -9.065 15.327
H 12.382 -13.846 20.856
H 13.447 -14.969 21.707
H 12.720 -15.446 20.128
H 13.617 -14.491 18.235
H 15.172 -13.691 18.334
H 12.663 -12.420 19.382
H 12.941 -12.384 17.686
H 14.622 -9.429 19.138
H 13.040 -9.776 19.492
H 13.014 -8.641 17.441
H 12.728 -10.373 16.966
H 13.385 -9.327 14.917
H 15.165 -9.220 14.610
H 14.346 -7.982 15.539
C 14.665 -13.141 8.307
O 14.064 -14.251 7.723
C 14.956 -14.968 6.879
C 14.187 -16.140 6.315
O 15.191 -17.037 5.842
C 14.749 -17.838 4.781
C 15.893 -18.732 4.378
O 16.249 -19.651 5.389
C 15.589 -20.890 5.267
H 15.737 -13.288 8.501
H 14.200 -12.889 9.265
H 14.589 -12.222 7.702
H 15.735 -15.394 7.517
H 15.316 -14.309 6.085
H 13.472 -15.927 5.523
H 13.678 -16.632 7.147
H 14.379 -17.298 3.904
H 13.983 -18.536 5.160
H 16.782 -18.100 4.252
H 15.769 -19.210 3.399
H 16.126 -21.633 5.856
H 15.627 -21.272 4.239
H 14.555 -20.798 5.612
C 5.255 -9.844 13.997
O 4.837 -11.017 14.691
C 4.904 -10.865 16.104
C 5.195 -12.142 16.883
O 6.450 -12.717 16.673
C 6.534 -13.472 15.482
C 8.007 -13.768 15.270
O 8.241 -14.672 14.221
C 8.630 -14.013 13.018
H 6.323 -9.667 14.168
H 4.747 -8.973 14.434
H 4.998 -9.993 12.957
H 3.895 -10.550 16.414
H 5.671 -10.126 16.352
H 4.360 -12.852 16.947
H 5.177 -11.741 17.910
H 6.146 -12.926 14.617
H 5.924 -14.382 15.548
H 8.394 -14.224 16.189
H 8.552 -12.832 15.115
H 8.787 -14.780 12.265
H 9.514 -13.389 13.152
H 7.794 -13.378 12.691
C 11.601 -11.461 13.855
O 10.396 -11.223 13.119
C 9.459 -10.402 13.751
C 9.841 -8.936 13.788
O 8.704 -8.165 13.517
C 8.988 -6.831 13.191
C 7.772 -6.013 13.550
O 7.916 -4.624 13.512
C 8.434 -4.130 12.290
H 11.629 -10.945 14.817
H 12.445 -11.155 13.239
H 11.654 -12.538 14.036
H 9.247 -10.752 14.771
H 8.506 -10.460 13.217
H 10.633 -8.743 13.052
H 10.226 -8.670 14.783
H 9.246 -6.718 12.134
H 9.828 -6.493 13.819
H 7.369 -6.264 14.533
H 6.947 -6.349 12.888
H 9.447 -4.503 12.117
H 8.464 -3.049 12.371
H 7.803 -4.466 11.458
C 22.581 -10.618 10.993
O 21.920 -11.232 12.060
C 22.207 -10.660 13.325
C 23.571 -11.067 13.838
O 23.879 -12.432 13.725
C 23.089 -13.324 14.492
C 21.899 -13.873 13.744
O 21.577 -15.116 14.372
C 20.209 -15.285 14.565
H 22.548 -9.516 11.019
H 22.079 -10.840 10.047
H 23.624 -10.942 10.905
H 21.410 -11.080 13.939
H 22.162 -9.567 13.275
H 23.724 -10.690 14.861
H 24.342 -10.541 13.264
H 22.835 -12.895 15.473
H 23.781 -14.119 14.785
H 22.053 -13.963 12.672
H 21.040 -13.216 13.928
H 19.934 -16.251 14.983
H 19.685 -15.262 13.592
H 19.781 -14.465 15.155
*
```